[1]
Density functional theory data (the ωB97M-V functional and the def2-TZVPD basis) for a molecular structure, C24H25N5O4S3Ti.

Results
Energy above the lowest of the compared OMol25 structures with the same formula, charge and spin ... 24.5 kcal/mol
Gap between HOMO and LUMO (alpha / beta) ... 0.2191 / 0.2232 hartree
E_HOMO (alpha / beta) ... -6.42 / -6.41 eV

Geometry (Å):
Ti  -0.0860  -1.2166  0.0423
N  -2.2333  -0.7557  3.4159
C  -1.9498  -0.9283  2.0988
S  -1.4545  -2.5412  1.5909
N  -2.0829  0.0904  1.2932
N  -1.7251  -0.2988  0.0022
C  -2.6973  -0.6219  -0.8839
C  -4.1322  -0.4157  -0.6495
C  -5.0457  -1.4413  -0.8969
C  -6.4020  -1.2438  -0.6883
C  -6.8661  -0.0258  -0.2141
C  -5.9648  0.9962  0.0509
C  -4.6106  0.8053  -0.1671
C  -2.1734  -1.3601  -1.9626
C  -2.8262  -1.5372  -3.2164
C  -2.1662  -2.1266  -4.2484
C  -0.8218  -2.5470  -4.0752
C  -0.2348  -2.3475  -2.8645
N  -0.8790  -1.7901  -1.8083
H  -1.8652  -1.4289  4.0627
H  -2.3293  0.1945  3.7349
H  -4.6843  -2.4064  -1.2297
H  -7.0953  -2.0525  -0.8811
H  -7.9249  0.1233  -0.0462
H  -6.3176  1.9482  0.4264
H  -3.9087  1.6009  0.0409
H  -3.8351  -1.1653  -3.3253
H  -2.6471  -2.2486  -5.2099
H  -0.2699  -3.0082  -4.8810
H  0.7952  -2.6323  -2.6768
O  5.2989  -1.0648  3.1302
S  4.7068  -0.7318  1.8699
O  5.4722  0.0454  0.9344
N  3.2269  -0.0461  2.0643
C  2.2944  -0.7949  1.5616
O  1.0576  -0.4726  1.5206
C  2.7478  -2.1049  0.9653
C  2.0281  -3.1338  0.3743
C  2.7231  -4.2439  -0.0984
C  4.1047  -4.3283  0.0211
C  4.8276  -3.3004  0.6159
C  4.1217  -2.2092  1.0708
H  0.9360  -3.2036  0.3106
H  2.1751  -5.0588  -0.5528
H  4.6188  -5.2068  -0.3452
H  5.9026  -3.3564  0.7216
C  1.6112  0.6804  -4.2635
C  2.0854  1.4675  -3.0531
S  0.9930  1.1595  -1.6580
O  1.4085  -0.2378  -1.1909
C  1.6783  2.2750  -0.4170
C  3.1925  2.2919  -0.3158
H  2.3370  0.7734  -5.0706
H  0.6479  1.0430  -4.6218
H  1.5078  -0.3770  -4.0193
H  2.0617  2.5466  -3.2250
H  3.0902  1.1838  -2.7413
H  1.2136  1.9129  0.5039
H  1.2519  3.2571  -0.6367
H  3.6037  1.2881  -0.2399
H  3.4820  2.8175  0.5929
H  3.6469  2.8060  -1.1626

Cartesian forces, eV/Å:
0.11 0.40 0.24
-0.04 0.08 -0.03
-0.03 0.00 0.18
0.11 0.01 -0.07
0.13 -0.04 0.07
-0.30 -0.42 0.01
0.03 -0.24 -0.27
-0.01 0.29 0.04
0.01 0.03 0.02
0.01 -0.03 -0.01
-0.03 0.00 0.00
0.01 0.00 0.00
0.00 -0.03 -0.01
-0.12 0.41 -0.37
-0.02 -0.18 0.14
0.05 -0.01 0.00
-0.03 0.02 0.04
0.07 -0.10 -0.01
0.01 0.22 0.12
0.01 -0.01 -0.01
0.01 -0.01 0.01
0.00 0.00 0.00
-0.01 0.00 0.00
0.00 0.01 0.01
-0.01 0.00 0.00
0.01 0.01 0.00
0.00 -0.02 -0.03
-0.03 0.01 0.00
0.02 0.00 0.00
0.00 -0.01 -0.05
-0.05 0.01 -0.01
-0.04 0.02 0.03
-0.02 -0.02 -0.02
0.03 -0.06 0.03
0.07 -0.06 -0.06
-0.15 -0.16 -0.20
0.17 0.06 0.13
-0.01 -0.17 -0.11
0.01 0.05 -0.05
0.00 0.01 0.00
0.02 -0.03 -0.02
-0.06 0.01 -0.05
0.15 0.13 0.24
-0.01 0.00 0.01
0.01 0.00 0.00
0.00 0.01 0.00
0.01 -0.02 0.00
-0.04 0.07 0.07
0.06 0.16 -0.08
-0.09 -0.33 0.11
-0.02 0.01 -0.02
-0.02 0.03 -0.02
-0.01 0.00 -0.01
-0.01 -0.01 0.01
0.02 0.00 -0.01
-0.01 -0.01 -0.01
-0.01 -0.04 0.03
0.02 0.00 0.00
0.00 -0.01 -0.04
0.02 0.00 -0.02
0.00 -0.02 0.01
0.01 0.01 0.01


[2]
Density functional theory data (the ωB97M-V functional and the def2-TZVPD basis) for a molecular structure, C24H25N5O4S3Ti.

Results
<S²> ... 2.02
Energy above the lowest of the compared OMol25 structures with the same formula, charge and spin ... 3.5 kcal/mol
Spin multiplicity ... 3
Gap between HOMO and LUMO (alpha / beta) ... 0.2080 / 0.2682 hartree
E_HOMO (alpha / beta) ... -5.56 / -7.32 eV

Geometry (Å):
Ti  0.1156  0.0793  0.7754
N  2.6616  3.5818  0.1328
C  2.0744  2.3406  0.2010
S  1.5389  1.8339  1.7889
N  1.9925  1.6823  -0.9129
N  1.3591  0.4653  -0.7952
C  1.1153  -0.1973  -1.9257
C  1.5898  0.2603  -3.2507
C  0.6696  0.5748  -4.2463
C  1.1037  1.0068  -5.4915
C  2.4596  1.1289  -5.7517
C  3.3830  0.8272  -4.7584
C  2.9512  0.4022  -3.5137
C  0.2582  -1.3310  -1.8053
C  0.0531  -2.2684  -2.8443
C  -0.7603  -3.3474  -2.6387
C  -1.3928  -3.5130  -1.3878
C  -1.1591  -2.5771  -0.4184
N  -0.3587  -1.5093  -0.5955
H  2.3821  4.2216  0.8566
H  2.6730  3.9715  -0.7979
H  -0.3904  0.5044  -4.0338
H  0.3775  1.2582  -6.2538
H  2.7977  1.4672  -6.7229
H  4.4425  0.9306  -4.9545
H  3.6649  0.1848  -2.7302
H  0.5570  -2.1231  -3.7889
H  -0.9140  -4.0703  -3.4290
H  -2.0516  -4.3466  -1.1919
H  -1.6339  -2.6427  0.5559
O  -1.0894  3.9127  -0.5154
S  -1.9262  2.7792  -0.7715
O  -2.2134  2.4233  -2.1287
N  -1.3805  1.4617  0.0497
C  -2.1847  1.0960  1.0382
O  -1.8564  0.1491  1.8000
C  -3.4246  1.9034  1.1411
C  -4.4768  1.7768  2.0315
C  -5.5254  2.6790  1.9227
C  -5.5145  3.6776  0.9519
C  -4.4555  3.8040  0.0604
C  -3.4230  2.8983  0.1789
H  -4.4683  0.9979  2.7815
H  -6.3661  2.6115  2.6005
H  -6.3466  4.3666  0.8935
H  -4.4436  4.5792  -0.6933
C  2.4671  -3.9415  2.8926
C  0.9560  -3.8355  2.9730
S  0.2939  -2.1701  3.1730
O  0.9667  -1.3814  2.0693
C  1.0947  -1.6094  4.7063
C  2.4225  -0.8976  4.4938
H  2.7409  -4.9361  2.5423
H  2.9341  -3.7883  3.8640
H  2.8631  -3.2104  2.1882
H  0.5258  -4.4251  3.7861
H  0.4837  -4.1668  2.0455
H  1.1693  -2.4892  5.3494
H  0.3634  -0.9374  5.1564
H  3.2327  -1.5897  4.2793
H  2.6727  -0.3448  5.3986
H  2.3488  -0.1886  3.6695

Cartesian forces, eV/Å:
0.50 -0.05 -0.02
0.02 -0.04 -0.01
0.03 0.21 -0.16
-0.13 -0.32 -0.04
0.12 -0.03 0.02
-0.57 0.03 0.14
-0.05 -0.04 -0.09
0.16 0.02 0.03
0.00 -0.01 0.01
-0.02 0.01 -0.01
0.01 0.00 -0.01
0.00 0.00 -0.01
-0.03 -0.02 0.01
0.05 -0.09 -0.14
-0.05 -0.01 0.02
0.03 0.04 0.00
-0.02 0.01 0.04
-0.04 -0.02 0.02
0.28 0.31 0.18
0.00 0.00 0.02
0.02 0.00 0.00
-0.01 -0.01 0.01
0.00 0.00 -0.01
0.00 0.00 0.00
0.00 0.00 0.00
0.01 0.00 0.00
0.01 0.01 -0.01
0.00 0.00 0.00
0.00 0.00 0.00
-0.01 -0.02 -0.01
-0.08 -0.05 0.01
0.23 0.02 -0.12
-0.06 0.00 0.04
0.10 -0.11 0.04
-0.37 0.00 0.23
0.15 0.07 -0.19
-0.11 0.08 0.02
0.10 0.00 -0.07
-0.06 0.03 0.01
-0.01 -0.02 0.02
-0.01 0.00 -0.01
-0.02 -0.08 0.06
0.00 -0.01 0.01
0.01 -0.01 0.00
0.00 0.01 -0.01
0.01 0.00 -0.01
0.00 0.05 -0.02
-0.05 0.03 0.03
-0.04 -0.18 0.13
-0.12 0.21 -0.21
-0.01 -0.05 0.07
-0.05 -0.01 -0.03
0.01 0.00 0.00
0.01 0.01 0.01
0.01 0.00 0.01
0.00 0.02 0.02
0.01 0.00 -0.01
0.00 0.01 0.01
0.00 0.02 -0.03
0.00 -0.01 -0.03
0.01 -0.01 0.02
0.04 0.01 0.02